No. 1
The following is a DFT calculation (ωB97M-V with the def2-TZVPD basis set) of a molecular structure, IO6V3 in a non-equilibrium geometry.

```
10
Properties=species:S:1:pos:R:3:forces:R:3
O 1.3499 1.8749 2.9703 -0.2527 0.5512 -0.3072
V 1.5534 3.3876 2.8256 -3.5570 2.5581 -3.8130
O 0.4891 4.0552 1.6947 3.9011 -2.9229 4.2782
O 0.8370 -3.2277 -3.1142 -3.0757 1.1824 -0.4683
V -0.6673 -2.8120 -3.4196 1.8206 1.0358 2.6276
O -1.1303 -1.6657 -2.4021 1.3213 -2.2983 -2.2949
O -2.0438 -0.3856 -0.2057 -0.3310 0.8674 0.0105
V -0.6782 -0.0891 0.4439 1.6494 -0.0247 0.6855
O -0.3471 1.4896 0.7036 -0.7884 -2.7358 -0.6389
I 0.6372 -2.6271 0.5034 -0.6876 1.7868 -0.0795
```
Positions in Å, forces in eV/Å.

Values from the calculation:
* 2S+1: 1
* frontier orbital gap: 0.17116 Ha
* HOMO: -15.01 eV
* total charge: +2
* lowest unoccupied orbital energy: -10.353 eV
* calculated total energy: -97423.9559 eV
* ΔE to the lowest compared entry with this formula, charge and spin: 2.5362 eV

No. 2
The following is a DFT calculation (ωB97M-V with the def2-TZVPD basis set) of a single C12H15NO molecule in a non-equilibrium geometry.

```
29
Properties=species:S:1:pos:R:3:forces:R:3
C -0.7825 -2.5296 0.4146 -2.1968 0.0521 3.0123
C -1.3505 -1.3072 0.7784 0.8162 -3.1806 -0.6713
C -2.5340 -1.3869 1.6246 0.2480 2.1903 0.0860
C -3.4671 -0.3900 1.6112 0.3807 -3.3867 0.2480
C -3.3498 0.6910 0.7760 -0.6114 3.3004 -4.1249
C -2.2686 0.9154 -0.0156 0.3453 -1.4549 1.5615
C -1.0567 -0.0462 0.1469 0.4756 4.7066 -1.8911
C 0.1436 0.5676 -0.2373 -1.9540 -2.8839 1.0944
C 0.0929 1.9052 -0.8682 0.1569 1.4448 -0.1620
N -0.0099 1.9932 -2.2624 -0.6248 -1.8096 2.1074
O 0.1334 2.9205 -0.1878 -0.1649 -0.5914 -0.4909
C 1.4968 0.0104 0.0948 1.2134 1.8467 -2.7552
C 2.2683 -0.4446 -1.2165 -1.3198 1.4537 -0.0798
C 2.3309 1.1224 0.7992 -1.0058 -0.1308 -0.4561
H -1.0584 -3.5562 0.8941 0.0061 2.2783 -0.5130
H -0.0489 -2.7083 -0.2812 1.6676 0.3888 -1.7801
H -2.4963 -2.1881 2.3037 -0.7568 -1.1797 0.5191
H -4.4736 -0.6024 1.8472 -0.8102 -0.2572 1.5615
H -4.2764 1.3069 0.4704 1.4911 -0.7820 1.1823
H -2.2650 1.8463 -0.5836 0.4063 -0.5951 -0.1869
H 0.4964 1.3250 -2.7765 0.3089 -1.3725 -0.5559
H 0.2408 2.8659 -2.5612 0.4412 2.9205 -0.8320
H 1.4177 -0.8559 0.6690 -0.3914 -1.2080 1.3458
H 1.6694 -0.9367 -1.9874 -0.3726 0.0433 0.2724
H 3.0378 -1.1150 -0.9959 1.3500 -1.0378 0.6244
H 2.7306 0.4249 -1.6922 -0.0231 0.0269 0.0096
H 3.2654 0.6943 1.0880 0.7955 -0.0789 0.2696
H 1.7603 1.4158 1.6773 0.2331 0.2257 0.1916
H 2.4859 2.0365 0.1734 -0.1043 -0.9291 0.4133
```
Positions in Å, forces in eV/Å.

Values from the calculation:
* 2S+1: 1
* frontier orbital gap: 0.26326 Ha
* HOMO: -7.47 eV
* SMILES: C=c1cccc/c1=C(\C(N)=O)C(C)C
* total charge: 0
* lowest unoccupied orbital energy: -0.303 eV
* calculated total energy: -16222.0859 eV
* ΔE to the lowest compared entry with this formula, charge and spin: 3.7271 eV

Question: Which of these has the lowest frontier orbital gap?
Answer: IO6V3

Question: Which value of total charge does entry 1 give?
Answer: +2

Question: 2S+1 of number 1 (IO6V3)?
Answer: 1

Question: Among the records above, which one has the highest calculated total energy?
Answer: C12H15NO